Record 1
# C16H17Al2ClCsF10LiMgN2O9P

A molecular structure, C16H17Al2ClCsF10LiMgN2O9P (wB97M-V/def2-TZVPD, the OMol25 dataset).

XYZ file:
```
61
Properties=species:S:1:pos:R:3:mulliken_charge:R:1
Cs -1.1992 -4.7904 0.2940 1.1018
Cl -0.2632 -1.7951 0.6715 -0.5544
P 4.6842 3.0927 7.0798 0.9680
Al 2.7285 1.8677 2.0007 -0.1606
Al 0.9946 3.3053 -3.1746 0.4689
Mg -1.3013 3.3678 3.4535 1.1457
F -4.4747 -2.8320 0.2790 -0.2597
F -4.8844 -0.9769 1.3267 -0.2565
F -0.5877 2.8291 -2.6892 -0.3555
F 0.9341 4.7876 -3.9508 -0.3597
F -5.3858 -3.0352 -2.1061 -0.7977
F 1.6663 2.1274 -4.1682 -0.3639
F -5.6047 -0.1324 -1.6256 -0.2527
F -6.3640 -1.7800 0.0142 -0.1768
F 1.9171 3.4111 -1.7102 -0.3694
F -3.8152 -1.3747 -1.9580 -0.1846
O 3.8890 3.2453 5.7913 -0.5016
O 0.2298 -5.3982 -4.6029 -0.3105
O 3.8382 3.3230 8.3211 -0.4666
O 0.3353 0.7615 -0.3813 -0.3485
O 5.2674 1.6887 7.2078 -0.3736
O 2.4248 -5.5692 -4.9364 -0.3103
O 5.8113 4.1136 7.1682 -0.4421
O 1.5859 -5.8990 -2.8791 -0.5605
O 3.6572 1.1008 3.9976 -0.4794
N -4.0126 2.6786 0.4868 -0.5492
N -2.4285 0.4651 -0.4626 -0.0411
C -2.6543 2.6518 0.5358 0.7798
C 1.5696 0.6013 0.3248 -0.9455
C -2.0243 3.7866 1.0961 -0.7687
C -3.7271 0.4903 -0.4830 0.2731
C -0.6239 3.9165 1.1573 -1.9279
C 0.4651 -4.9123 -5.9344 -0.2953
C -0.4201 1.7253 0.1211 0.7100
C 2.3894 -1.0928 2.1222 -1.1941
C -1.8603 1.5964 0.0614 0.2718
C -5.0924 -1.5991 0.1552 0.9019
C 0.1675 2.8938 0.6528 0.4515
C 1.3692 0.0226 1.8197 0.2174
C -4.5391 -0.6922 -1.0630 0.4432
C 1.4315 -5.6461 -4.0354 0.6559
C 1.8342 -5.4772 -6.2414 -0.3008
C -4.5074 1.5993 -0.0274 -0.6277
Li -3.0335 -2.8001 -0.7530 0.6335
H 4.4292 1.3525 3.4661 0.3744
H -0.3038 -5.2631 -6.6167 0.2925
H 2.4241 -4.8346 -6.8885 0.2983
H 1.2342 3.0366 0.6786 0.5038
H 2.2283 1.5455 0.2322 0.4000
H 2.1435 -0.1611 -0.1893 0.5426
H -0.2149 4.8376 1.5700 0.6361
H 1.6085 0.8429 2.5935 -0.0803
H 2.0073 -1.7776 2.8736 0.3305
H 2.6590 -1.6450 1.2285 0.3560
H -2.6486 4.5967 1.4672 0.5965
H 0.3267 -0.4313 1.9874 0.6173
H 3.7670 1.6711 4.7959 0.2451
H -5.5848 1.5353 -0.1142 0.5456
H 1.7896 -6.4757 -6.6773 0.2635
H 0.4546 -3.8218 -5.9182 0.2702
H 3.2933 -0.6541 2.5553 0.3200
```

Results
E_HOMO, eV: -10.74
E_LUMO, hartree: -0.3272
Net charge: +1


Record 2
# C16H17Cl2MnN3O3S

A molecular structure, C16H17Cl2MnN3O3S (wB97M-V/def2-TZVPD, the OMol25 dataset).

XYZ file:
```
43
Properties=species:S:1:pos:R:3:lowdin_spin:R:1
Mn -2.4796 0.2318 0.2395 3.1214
Cl -2.1783 0.7558 2.7713 0.0349
Cl -4.0970 5.4979 0.8458 0.0301
S -3.5605 2.4639 0.3464 0.5378
O -4.1471 -0.6931 0.3325 -0.0354
O 3.5835 -1.2762 -0.0587 -0.0003
O -2.6798 -0.9840 -1.1557 -0.0125
N 2.1709 -2.5254 -1.3173 -0.0001
N -3.2819 -1.5217 -0.1252 -0.0450
N -0.5364 0.7363 -0.1554 -0.0043
C -3.3522 4.5554 2.0633 0.0933
C -0.0386 1.9569 -0.3908 0.0103
C 3.1183 -3.6443 -1.2649 0.0000
C -3.0998 3.1688 1.8231 0.0742
C -2.3941 4.4267 4.2527 0.1119
C 1.0537 -2.6512 -2.2496 0.0000
C -2.1317 3.0676 4.0757 -0.0029
C -3.0030 5.1645 3.2544 -0.0137
C -2.4822 2.4718 2.8927 0.0734
C 1.5944 -0.2188 -0.6492 -0.0003
C 2.1160 1.0532 -0.8525 0.0075
C -0.0602 -3.5658 -1.7585 0.0001
C 2.5324 -1.3993 -0.6647 -0.0003
C 4.2254 -3.5088 -2.2988 0.0000
C 0.2634 -0.3329 -0.2978 0.0103
C 1.2819 2.1533 -0.7435 -0.0015
H 0.2877 -4.5907 -1.6356 0.0000
H 4.8003 -2.6016 -2.1204 0.0000
H 1.4539 -3.0411 -3.1895 0.0000
H -1.6669 2.4898 4.8616 -0.0010
H 3.5373 -3.6780 -0.2611 0.0000
H 3.1680 1.1615 -1.0810 0.0003
H -2.1202 4.9017 5.1846 0.0059
H -0.4746 -3.2445 -0.8030 0.0000
H 0.6671 -1.6609 -2.4864 0.0000
H -3.2130 6.2159 3.3884 -0.0021
H 3.8216 -3.4783 -3.3123 0.0000
H -0.7250 2.7863 -0.2838 0.0059
H 2.5471 -4.5595 -1.4176 0.0000
H 4.9048 -4.3588 -2.2389 0.0000
H -0.1785 -1.3035 -0.1164 0.0023
H -0.8730 -3.5761 -2.4853 0.0000
H 1.6460 3.1553 -0.9180 -0.0002
```

Results
E_HOMO (alpha / beta), eV: -11.97 / -11.97
E_LUMO (alpha / beta), hartree: -0.1446 / -0.2414
Energy relative to the best compared isomer or geometry (same formula, charge and spin), kJ/mol: 166.8
Spin multiplicity: 5
Net charge: +1


Record 3
# C16H17Cl2N3

4 unconnected molecules or ions with the total composition C16H17Cl2N3 (wB97M-V/def2-TZVPD, the OMol25 dataset).

XYZ file:
```
38
Properties=species:S:1:pos:R:3:nbo_charge:R:1
Cl -3.7877 -6.2768 -2.3572 -0.0478
Cl -0.9252 -5.6195 -2.5137 -0.0046
N -1.8653 1.5368 -3.0342 -0.4249
N -4.1563 -1.0164 2.8249 -0.4163
N 5.0519 -0.2812 1.1590 -0.4289
C 7.2436 -1.2089 -0.3350 -0.1951
C -4.4434 1.0388 4.0307 -0.2624
C -4.9549 -0.0702 3.3442 0.0287
C -1.5373 4.1775 -2.2103 -0.1661
C -2.8025 -0.9170 3.0748 0.0347
C -0.7529 2.1777 -3.4072 0.0336
C 5.9922 -1.7612 -0.5477 -0.2445
C -3.0206 1.1802 4.1721 -0.1625
C -2.5149 -5.2383 -3.1011 -0.3982
C 7.4268 -0.2331 0.6394 -0.2505
C 4.8527 -1.2946 0.2507 0.0314
C -2.6649 3.4489 -1.8194 -0.2631
C -2.7839 2.1543 -2.2973 0.0340
C 6.2863 0.2938 1.3268 0.0225
C -2.1778 0.1411 3.7491 -0.2700
C -0.5597 3.5335 -3.0392 -0.2623
H 8.0268 -1.6308 -0.9474 0.2193
H -0.0666 1.6167 -4.0241 0.1978
H -3.6245 1.5121 -2.0794 0.1963
H 6.2512 1.1077 2.0359 0.2064
H -1.3580 5.1842 -1.8627 0.2162
H -2.1894 -1.6351 2.5506 0.1943
H 5.8305 -2.5191 -1.2999 0.2155
H -2.4347 -5.3657 -4.1807 0.2230
H -5.0501 1.8134 4.4760 0.2180
H -3.4253 3.9796 -1.2656 0.2220
H 8.4331 0.1459 0.7398 0.2194
H 3.8516 -1.6987 0.2195 0.2044
H -1.1081 0.2401 3.6380 0.2258
H -6.0232 -0.2219 3.2987 0.1958
H -2.6043 2.0175 4.7125 0.2138
H 0.4453 3.9267 -3.0804 0.2165
H -2.8607 -4.2381 -2.8401 0.2275
```

Results
E_HOMO, eV: -9.51
E_LUMO, hartree: 0.0217
Energy relative to the best compared isomer or geometry (same formula, charge and spin), kJ/mol: 125.2
Structure (SMILES): c1ccncc1.c1ccncc1.c1ccncc1.ClCCl
Net charge: 0


Record 4
# C16H17ClF9O6PS

C16H17ClF9O6PS in the gas phase (wB97M-V/def2-TZVPD, the OMol25 dataset).

XYZ file:
```
51
Properties=species:S:1:pos:R:3:mulliken_charge:R:1
Cl 3.4947 3.0863 2.2528 -0.2574
S -3.7812 1.6362 0.7834 1.1434
P 3.2046 0.9484 2.4411 0.3650
F -2.2902 0.8231 0.9783 -0.0381
F -5.8086 -0.6810 -1.1524 -0.2969
F -5.2195 2.6230 0.6899 -0.3485
F -4.7293 0.3446 1.3656 -0.3014
F -2.8789 3.0614 0.3272 -0.3642
F -5.1067 2.0659 -1.5348 -0.2670
F -4.2301 -0.4025 -2.9010 -0.3079
F -3.6283 2.1740 2.4116 -0.3103
F -2.7595 1.7511 -1.7240 -0.1951
O 2.8495 0.7210 4.1332 -0.4883
O 3.6496 -2.1711 0.0986 -0.0170
O -0.9134 -0.1752 3.7808 -0.5821
O 0.7775 -1.4309 2.4463 -0.3824
O 3.9956 -3.4441 -0.0300 -0.5188
O 0.5475 0.9031 1.9836 -0.3339
C 2.7706 -2.1709 1.2813 -0.9796
C 4.2398 1.5933 -2.1868 -0.5577
C 1.4304 -1.1976 1.1152 0.9760
C -1.8400 -1.4628 -1.2449 -0.4343
C 3.0969 2.4151 -3.0588 -0.3407
C 0.0488 -0.2168 2.8485 0.4509
C 0.6459 -1.7257 -0.2248 -0.7864
C -3.9759 1.2085 -1.0089 0.5654
C 2.2049 1.1082 -0.1377 -0.5260
C 1.0825 1.9469 -0.9883 -0.2822
C -4.3610 -0.3177 -1.3947 0.6489
C -0.9334 -2.1117 0.0016 -0.5631
C 1.5595 2.5968 -2.4498 -0.4930
C 3.7594 0.9410 -0.7332 -0.2010
C -3.4143 -1.5092 -0.8134 -0.8817
C 1.7547 0.3998 1.3088 1.2703
H 0.7685 3.1876 -3.0773 0.3029
H -1.4200 -0.4146 -1.5424 0.2927
H 5.3496 1.4367 -2.5363 0.2964
H -1.0128 -3.2850 -0.0131 0.3077
H 2.0038 1.2297 4.3950 0.3360
H 3.3577 -1.9317 2.2707 0.3716
H 3.3437 2.8805 -4.1063 0.2967
H 0.6963 -1.0081 -1.1477 0.4122
H -0.0269 2.0904 -0.6095 0.3190
H 2.3836 -3.2914 1.4018 0.3914
H -1.6829 -2.1687 -2.1903 0.4003
H -3.4750 -1.6503 0.3706 0.3315
H -1.3945 -1.7424 1.0118 0.2775
H -3.8495 -2.5315 -1.2509 0.4117
H 4.5323 0.3183 -0.0835 0.2611
H 1.1887 -2.7331 -0.5630 0.3119
H 3.9954 -3.7168 -0.9945 0.3143
```

Results
E_HOMO, eV: -8.96
E_LUMO, hartree: -0.0900
Energy relative to the best compared isomer or geometry (same formula, charge and spin), kJ/mol: 1663.8
Structure (SMILES): O=C1O[C@](CCCCC(F)(F)C(F)(F)S(F)(F)(F)(F)F)(COO)[C@](c2ccccc2)(P(O)Cl)O1
Net charge: 0


Number 1: total energy -3919.09672 Ha. Number 2: total energy -3479.13355 Ha. Number 3: total energy -1704.46475 Ha. Number 4: total energy -3169.11963 Ha.